C34H73INO3 | ωB97M-V/def2-TZVPD

Its HOMO energy is -4.67 eV. Its total energy is -1917.492962 hartree. Its HOMO-LUMO gap is 0.25623 Ha. The energy relative to the best compared isomer or geometry (same formula, charge and spin) comes out at 0.000 eV.

Geometry as ORCA input:
```
! wB97M-V def2-TZVPD RIJCOSX def2/J DEFGRID3
* xyz -1 1
C -2.36 1.22 5.30
C -2.66 1.06 4.01
C -1.97 0.13 3.05
C -0.59 0.61 2.45
C 0.57 -0.24 3.01
C 1.10 0.15 4.39
O 0.54 -0.72 5.39
N -0.39 2.03 2.73
C 0.85 2.55 2.16
C 1.21 3.96 2.72
C 0.24 4.54 3.75
I 3.18 3.92 3.65
C -0.70 0.35 0.92
O -0.90 1.36 0.20
O -0.63 -0.85 0.57
H -1.58 0.68 5.80
H -2.93 1.93 5.89
H -3.48 1.66 3.61
H -2.65 -0.05 2.21
H -1.83 -0.83 3.53
H 1.40 -0.19 2.30
H 0.28 -1.29 3.03
H 2.19 0.01 4.39
H 0.91 1.19 4.62
H 0.60 -0.25 6.23
H -1.13 2.47 2.19
H 1.67 1.87 2.37
H 0.73 2.65 1.09
H 1.30 4.66 1.90
H 0.52 5.58 3.96
H -0.78 4.54 3.37
H 0.28 4.00 4.69
C -1.00 3.56 -3.52
C 0.29 4.38 -3.55
C 1.55 3.53 -3.71
C 1.79 2.53 -2.59
C 1.87 3.14 -1.19
C 3.02 4.11 -1.00
H -1.02 2.87 -2.67
H -1.87 4.21 -3.44
H -1.10 2.97 -4.43
H 0.36 4.98 -2.64
H 0.24 5.09 -4.38
H 2.41 4.20 -3.81
H 1.49 2.99 -4.66
H 2.72 1.98 -2.79
H 0.99 1.77 -2.59
H 1.97 2.32 -0.47
H 0.92 3.63 -0.95
H 3.98 3.62 -1.19
H 3.04 4.48 0.03
H 2.95 4.98 -1.66
C 1.36 -7.37 6.18
C 1.60 -5.92 6.58
C 0.78 -4.92 5.76
C 1.07 -4.94 4.26
C 2.53 -4.68 3.88
C 3.03 -3.32 4.34
H 1.65 -7.56 5.15
H 1.93 -8.05 6.81
H 0.30 -7.63 6.28
H 2.66 -5.69 6.49
H 1.35 -5.79 7.63
H 0.95 -3.91 6.15
H -0.28 -5.13 5.91
H 0.44 -4.17 3.78
H 0.75 -5.89 3.83
H 2.62 -4.75 2.79
H 3.17 -5.47 4.29
H 2.42 -2.52 3.93
H 4.06 -3.16 4.02
H 3.01 -3.23 5.43
C -0.74 -8.65 -1.10
C 0.28 -7.63 -0.61
C 0.06 -7.21 0.85
C -1.28 -6.52 1.12
C -1.55 -5.28 0.28
C -0.53 -4.16 0.48
H -1.75 -8.25 -1.08
H -0.53 -8.95 -2.13
H -0.72 -9.55 -0.48
H 0.26 -6.75 -1.26
H 1.28 -8.05 -0.70
H 0.88 -6.54 1.14
H 0.15 -8.09 1.49
H -1.31 -6.25 2.18
H -2.09 -7.24 0.98
H -2.54 -4.90 0.55
H -1.60 -5.54 -0.78
H -0.47 -3.85 1.53
H -0.80 -3.27 -0.09
H 0.47 -4.46 0.16
C -3.95 7.02 -8.81
C -3.29 5.65 -8.98
C -2.87 5.02 -7.65
C -1.84 5.82 -6.85
C -0.53 6.11 -7.59
C 0.24 4.85 -7.97
H -3.27 7.75 -8.37
H -4.26 7.42 -9.78
H -4.83 6.95 -8.18
H -2.42 5.75 -9.64
H -3.98 4.98 -9.48
H -2.48 4.01 -7.85
H -3.76 4.88 -7.03
H -1.61 5.26 -5.94
H -2.28 6.76 -6.53
H 0.10 6.72 -6.94
H -0.73 6.71 -8.48
H 0.46 4.25 -7.09
H 1.18 5.10 -8.45
H -0.33 4.22 -8.67
*
```

Results of the Löwdin charge analysis, in e, for atoms 1 through 4:
1. C -0.009
2. C -0.176
3. C -0.100
4. C -0.373